{
  "formula": "C2H3N2OP",
  "method": "ωB97M-V/def2-TZVPD",
  "symbols": ["C", "C", "N", "N", "O", "P", "H", "H", "H"],
  "xyz": [[-0.11888, 0.98556, 0.41021], [1.01351, 0.45804, -0.45285], [-1.29182, 0.48249, 0.61896], [-1.46663, -0.68491, 0.28654], [2.11892, 0.93359, -0.29494], [0.63134, -1.03388, -1.36101], [0.21176, 1.67185, 1.10354], [-2.49417, -1.01007, 0.25062], [1.39597, -1.80268, -0.56107]],
  "atomic_forces_ev_per_a": [[0.9, 0.0, -1.0], [-0.7, 0.3, 1.5], [0.7, 1.2, 0.0], [-1.9, -4.1, -1.0], [0.0, 0.3, -0.3], [-2.4, 0.2, -1.2], [0.6, 1.9, 1.2], [1.7, 1.0, -0.4], [1.0, -0.9, 1.1]],
  "de_lowest_kj_mol": 393.3,
  "total_charge": 0,
  "spin_multiplicity": 1,
  "homo_energy_ha": [-0.314, -0.327]
}

{
  "formula": "InO8PS",
  "method": "ωB97M-V/def2-TZVPD",
  "symbols": ["In", "P", "O", "O", "O", "O", "S", "O", "O", "O", "O"],
  "xyz": [[-1.24355, 0.39628, 2.02104], [2.02028, 0.72294, 0.54533], [3.10247, 1.18597, 1.51756], [1.35494, -0.54835, 1.19225], [2.45625, 0.65869, -0.91069], [0.82374, 1.70517, 0.51620], [-1.71608, -0.84068, -1.02735], [-1.64238, 0.56353, -0.57706], [-0.49629, -1.17718, -1.79641], [-1.67823, -1.62361, 0.24125], [-2.98115, -1.04277, -1.72212]],
  "atomic_forces_ev_per_a": [[0.6, -0.8, -2.6], [-1.0, -0.9, 0.6], [-0.4, 0.1, -0.3], [0.9, 0.6, -0.6], [-0.1, -0.4, 0.6], [0.1, 0.8, 0.4], [1.4, -1.1, -0.1], [0.2, 2.3, 1.1], [-1.1, 0.2, -0.2], [-0.3, -0.4, 1.6], [-0.3, -0.3, -0.6]],
  "total_charge": -2,
  "spin_multiplicity": 1,
  "homo_energy_ha": -0.048
}

{
  "formula": "C55H103N17O8P2",
  "method": "ωB97M-V/def2-TZVPD",
  "symbols": ["O", "P", "N", "C", "C", "N", "C", "C", "N", "C", "C", "H", "H", "H", "H", "H", "H", "H", "H", "H", "H", "H", "H", "H", "H", "H", "H", "H", "H", "O", "P", "N", "C", "C", "N", "C", "C", "N", "C", "C", "H", "H", "H", "H", "H", "H", "H", "H", "H", "H", "H", "H", "H", "H", "H", "H", "H", "H", "C", "C", "O", "N", "C", "H", "H", "H", "H", "H", "H", "H", "C", "C", "O", "N", "C", "H", "H", "H", "H", "H", "H", "H", "C", "C", "O", "N", "C", "H", "H", "H", "H", "H", "H", "H", "C", "C", "O", "N", "C", "H", "H", "H", "H", "H", "H", "H", "C", "C", "O", "N", "C", "H", "H", "H", "H", "H", "H", "H", "C", "C", "O", "N", "C", "H", "H", "H", "H", "H", "H", "H", "N", "C", "C", "C", "C", "C", "H", "H", "H", "H", "H", "N", "C", "C", "C", "C", "C", "H", "H", "H", "H", "H", "N", "C", "C", "C", "C", "C", "H", "H", "H", "H", "H", "N", "C", "C", "C", "C", "C", "H", "H", "H", "H", "H", "N", "C", "C", "C", "C", "C", "H", "H", "H", "H", "H"],
  "xyz": [[4.57993, 1.06420, -1.67583], [5.91333, 1.65994, -1.71378], [7.03310, 0.61721, -1.11763], [6.66009, -0.49243, -0.37472], [8.42842, 0.87144, -1.12451], [5.76630, 3.03846, -0.76883], [7.02904, 3.50612, -0.24588], [4.62364, 3.27107, 0.12540], [6.55972, 2.20589, -3.12111], [7.20993, 1.25312, -3.94416], [6.15226, 3.47350, -3.68873], [5.57722, -0.71143, -0.37641], [6.86758, -0.36020, 0.73701], [7.11206, -1.40834, -0.85512], [8.78141, 1.13472, -0.14676], [8.71641, 1.60766, -1.86929], [8.92226, -0.12621, -1.35106], [6.95892, 4.43990, 0.28799], [7.47191, 2.87553, 0.46066], [7.69959, 3.73405, -1.11837], [4.58544, 4.30767, 0.29897], [3.71430, 2.88379, -0.23020], [4.73301, 2.76652, 1.12247], [6.60914, 1.06593, -4.81816], [8.24404, 1.50544, -4.30595], [7.22869, 0.26686, -3.49138], [5.33115, 3.33493, -4.46519], [6.99171, 3.91737, -4.26595], [5.73901, 4.15416, -2.92138], [-6.71129, 0.71079, 2.93699], [-6.03022, 1.85287, 2.27881], [-4.36308, 2.00025, 2.38346], [-3.44554, 1.23829, 1.54140], [-3.95984, 2.32016, 3.73871], [-6.64611, 3.22884, 2.97943], [-6.14064, 4.54910, 2.57233], [-7.83959, 3.16400, 3.77196], [-6.27110, 1.66021, 0.59957], [-5.72631, 2.66149, -0.28510], [-7.52102, 1.12058, 0.18094], [-3.53325, 1.55837, 0.50532], [-3.68361, 0.16945, 1.61405], [-2.42298, 1.41455, 1.78636], [-4.09257, 3.39736, 3.92655], [-2.94388, 1.95851, 3.95605], [-4.56041, 1.68136, 4.38583], [-5.10300, 4.52733, 2.30782], [-6.65814, 5.04079, 1.68704], [-6.37362, 5.30295, 3.30806], [-8.41806, 2.22451, 3.66204], [-7.68209, 3.28975, 4.86222], [-8.53575, 3.94038, 3.48869], [-5.11677, 3.25677, 0.42834], [-5.14945, 2.26590, -1.11718], [-6.45939, 3.30418, -0.77493], [-8.10676, 1.88563, -0.39238], [-8.16774, 0.66333, 0.86364], [-7.22389, 0.28599, -0.52307], [-6.98262, -2.47388, -3.68123], [-5.71326, -1.86562, -3.22657], [-4.78797, -1.76226, -4.02772], [-5.76314, -1.37183, -1.96863], [-4.63082, -0.75204, -1.34622], [-6.88403, -2.88377, -4.64299], [-7.69969, -1.65198, -3.59714], [-7.36454, -3.23048, -2.99034], [-6.51675, -1.58129, -1.26854], [-4.72735, -0.81560, -0.21256], [-4.56591, 0.35124, -1.53024], [-3.74257, -1.26598, -1.73441], [5.69556, -4.86117, 2.66835], [5.77776, -3.36300, 2.64089], [6.85141, -2.76572, 2.76658], [4.59891, -2.67170, 2.55212], [3.24188, -3.17976, 2.50400], [5.10768, -5.30153, 1.85211], [5.29442, -5.33245, 3.57777], [6.66366, -5.30606, 2.52763], [4.78188, -1.66931, 2.72428], [2.60343, -2.53122, 3.04303], [3.11069, -4.14338, 2.97151], [2.83946, -3.27406, 1.43689], [-5.88515, -2.91059, 2.71798], [-5.63460, -3.22854, 1.28556], [-6.50548, -2.92816, 0.47686], [-4.49343, -3.93452, 1.03156], [-3.99166, -4.19739, -0.28092], [-6.98486, -2.92258, 2.81223], [-5.48731, -1.95349, 3.08487], [-5.61472, -3.72513, 3.39093], [-3.88330, -4.01568, 1.83429], [-3.83892, -3.21750, -0.84805], [-4.76882, -4.79311, -0.81371], [-3.04236, -4.75245, -0.21925], [-0.75490, -1.57065, -4.28198], [0.63941, -1.67659, -3.60818], [0.83493, -2.47440, -2.68647], [1.56115, -0.92547, -4.12850], [2.89304, -0.74440, -3.55238], [-1.42312, -1.21077, -3.57596], [-1.12844, -2.48678, -4.64627], [-0.72091, -0.87580, -5.14587], [1.32574, -0.17349, -4.66766], [3.61525, -0.44035, -4.39326], [3.22344, -1.70970, -3.23538], [2.86843, -0.00744, -2.74461], [-0.67915, -4.00686, 2.01838], [-1.47631, -4.73684, 3.03229], [-2.54639, -4.28005, 3.48080], [-0.96446, -5.95922, 3.35952], [-1.50175, -6.73541, 4.44416], [-1.13541, -4.24024, 1.04913], [0.33531, -4.40950, 1.93899], [-0.73247, -2.96001, 2.19017], [-0.11721, -6.20202, 2.92098], [-1.72177, -6.17321, 5.34647], [-0.94926, -7.61986, 4.68573], [-2.46551, -6.99323, 4.10351], [-1.00452, -1.18241, 0.32892], [0.44067, -0.76813, 0.66146], [0.66658, 0.12903, 1.49575], [1.40670, -1.43120, 0.03262], [2.84117, -0.98394, -0.07130], [-1.51581, -0.31568, -0.09463], [-1.44033, -1.47300, 1.25979], [-1.01418, -1.98905, -0.40054], [1.13972, -1.90827, -0.78595], [3.02447, -0.03303, -0.48405], [3.33901, -1.70545, -0.81464], [3.38890, -1.20219, 0.85746], [-0.19974, -6.72311, -0.08578], [-0.96296, -7.81153, -0.35743], [-1.77457, -7.93428, -1.50142], [-1.77070, -6.88505, -2.39209], [-0.87148, -5.85110, -2.19263], [-0.14146, -5.80450, -1.01638], [-0.97176, -8.67164, 0.31319], [-2.53104, -8.66248, -1.57932], [-2.45631, -6.92357, -3.29113], [-0.73352, -5.01024, -2.92654], [0.50045, -4.91571, -0.93671], [1.42872, 4.43056, 0.27570], [0.97693, 3.34610, 0.86266], [0.34376, 3.47210, 2.08488], [0.25228, 4.71292, 2.70586], [0.60163, 5.85462, 2.00226], [1.18075, 5.64150, 0.77618], [1.18474, 2.44355, 0.35416], [0.07314, 2.54193, 2.52118], [-0.03032, 4.76068, 3.76702], [0.45847, 6.84851, 2.39741], [1.39619, 6.51552, 0.13629], [4.68754, 0.52426, 2.32887], [3.51882, 1.05187, 2.72873], [3.22453, 1.42915, 4.04313], [4.27757, 1.23533, 4.97807], [5.52305, 0.80638, 4.52065], [5.69908, 0.47617, 3.19516], [2.76134, 1.25054, 2.00440], [2.22382, 1.68621, 4.38362], [4.20719, 1.55273, 5.97236], [6.39150, 0.69974, 5.21355], [6.67079, 0.13641, 2.79961], [1.32476, 3.74926, -5.65442], [2.22840, 2.92309, -5.25925], [2.63927, 2.78523, -3.85761], [2.05960, 3.53947, -2.90406], [1.09113, 4.49702, -3.36029], [0.73390, 4.58300, -4.72384], [2.67113, 2.20541, -5.99672], [3.40762, 2.14354, -3.52206], [2.56181, 3.54140, -1.90923], [0.64959, 5.17864, -2.63162], [0.05775, 5.30198, -5.14823], [-2.51045, 5.39789, -2.58501], [-2.49019, 4.22212, -3.26128], [-2.22073, 3.03921, -2.66061], [-1.98158, 3.03044, -1.23838], [-2.03066, 4.24168, -0.58717], [-2.32423, 5.39983, -1.24706], [-2.68821, 4.27463, -4.31098], [-2.29082, 2.12792, -3.29399], [-1.66881, 2.19277, -0.70827], [-1.70849, 4.26569, 0.43611], [-2.31220, 6.36325, -0.77602]],
  "atomic_forces_ev_per_a": [[-1.3, -1.0, -0.8], [-0.6, 1.2, 1.5], [-0.4, 1.8, -1.3], [-1.2, -2.7, 1.9], [1.2, -1.8, -0.7], [0.2, -0.1, 0.1], [0.1, 1.8, -1.9], [1.6, -1.5, 1.2], [0.2, 0.5, 1.3], [0.7, -0.8, -1.5], [-0.8, 0.3, -1.6], [0.4, 0.6, -0.3], [0.3, -0.6, -1.3], [0.0, 0.6, 1.0], [0.3, 0.4, 0.6], [0.1, 0.0, 0.1], [-0.2, 1.1, 0.0], [-0.6, 0.6, 0.0], [0.9, -1.5, 0.9], [-0.2, -0.5, 0.9], [-0.4, 1.4, 0.2], [-1.0, -0.3, -0.9], [0.3, 0.4, -0.7], [-0.2, 0.1, -0.8], [-0.8, 0.1, 0.5], [0.3, 0.1, 0.4], [0.8, 0.0, 0.8], [-0.3, 0.0, 0.6], [0.5, -0.4, -0.4], [0.5, 0.1, 0.1], [-0.7, -1.6, -0.8], [-0.4, 0.7, -0.5], [-1.3, -0.4, -0.4], [0.3, -0.6, 0.4], [1.3, 0.6, -1.1], [-1.8, 0.6, -1.0], [-1.3, -0.4, 0.9], [0.3, 1.0, 1.9], [0.6, 0.8, 0.9], [0.3, -0.7, -3.5], [-0.2, -0.2, -0.1], [0.3, 0.0, -0.1], [0.7, 0.2, 0.7], [0.2, -0.5, 0.3], [-0.1, 0.5, -0.4], [-0.2, 0.5, 0.6], [0.6, -0.1, 0.2], [0.2, -1.1, 0.4], [0.4, 0.0, 0.9], [0.8, 0.4, -0.1], [0.3, 0.0, -0.4], [-0.2, 0.5, -0.3], [0.2, 0.2, -1.4], [0.4, -0.2, 0.1], [-0.4, 0.1, 0.4], [0.4, -0.6, 0.3], [-0.4, -0.4, 1.7], [-0.9, 0.8, 0.2], [-1.2, 0.2, 1.7], [-0.1, -0.1, -0.5], [0.5, 0.3, 1.0], [-0.7, 0.2, 1.4], [0.4, 0.8, 1.1], [0.0, -0.3, -1.3], [-0.3, -0.2, -0.6], [0.2, -0.1, 0.0], [0.9, -0.3, -1.6], [0.2, -0.3, -1.5], [0.1, -0.9, -0.2], [0.1, 0.4, 0.4], [-0.3, -1.3, -0.5], [0.1, 0.5, 0.6], [-0.9, -0.5, -0.3], [1.0, 0.5, 0.4], [0.1, -0.5, -1.9], [-0.2, 0.5, 0.1], [0.0, 0.7, 0.0], [0.7, 0.2, 0.1], [-0.6, -0.8, -0.4], [-0.7, 0.9, 0.4], [0.4, -0.4, 0.2], [0.5, 0.2, 1.3], [-1.1, -0.4, 1.2], [-0.1, -0.4, 0.2], [0.7, -0.1, -0.9], [-0.5, 0.9, 0.9], [-0.4, 0.6, -1.3], [0.4, 0.6, -0.1], [-0.1, -0.3, -0.3], [0.7, 0.1, 0.0], [0.2, -0.1, 0.0], [-0.1, -1.4, 0.5], [0.8, 0.3, 0.0], [-0.4, 0.2, -0.1], [2.4, 1.1, -1.1], [-2.7, -1.9, 0.1], [0.0, 0.1, 0.1], [2.9, 0.1, 0.8], [0.5, 0.3, -1.4], [-1.4, 0.7, 1.4], [-0.1, -1.3, -0.2], [-0.1, -0.3, 0.5], [-1.2, 1.9, -1.9], [-1.1, -0.1, 1.3], [0.3, -0.5, 0.6], [0.4, -0.3, -0.2], [0.2, -1.1, -0.9], [-1.1, -0.3, 0.7], [1.3, -0.8, -0.4], [-0.4, 1.5, 0.7], [-0.7, 0.4, -0.1], [0.0, 0.3, 0.0], [0.0, 0.4, 0.1], [0.2, 0.6, 0.2], [0.9, -0.4, -0.3], [0.5, 0.4, 0.1], [0.5, -0.3, -0.1], [-1.4, -0.9, -0.1], [1.4, 0.5, -0.5], [-0.4, 1.3, 1.1], [-0.3, -0.7, -0.7], [2.0, 0.8, -0.2], [0.0, -3.4, 0.0], [-0.1, 0.0, 0.2], [-0.7, 0.0, 0.3], [-0.2, -0.1, 0.0], [-0.6, -0.9, -1.1], [-0.1, 1.4, 0.0], [-0.9, 0.9, 0.9], [-0.4, 0.7, -0.3], [-0.2, -1.9, 0.6], [-0.3, 0.1, -0.6], [0.7, 1.5, 1.3], [-0.5, 0.1, -1.7], [-0.2, 1.1, -1.2], [0.1, 1.1, -1.2], [0.2, 0.5, 0.3], [-0.4, -1.2, -0.1], [0.9, 0.2, 1.1], [-0.3, -1.0, 0.8], [-0.1, -0.5, 0.6], [0.4, 1.1, -1.5], [0.0, 1.8, 0.7], [0.4, -0.4, 0.2], [-0.2, -0.5, 0.8], [-0.1, -0.4, 0.4], [-0.1, 0.4, -0.9], [0.0, -1.1, -0.1], [-0.5, -0.5, 0.8], [-0.3, 0.1, -0.6], [0.0, 0.0, 0.1], [0.3, -0.6, 0.3], [-0.2, 0.9, -0.3], [0.1, 0.2, 0.9], [1.6, -1.2, 0.8], [-0.1, 0.3, -2.2], [0.8, 0.0, 1.2], [-0.1, -0.3, -0.4], [-0.3, -0.5, -0.7], [0.3, 0.3, -0.3], [-0.4, 0.2, 1.4], [-0.9, 0.2, -0.6], [-0.6, 0.0, 0.4], [-1.4, 1.5, 0.1], [1.5, -2.0, 2.1], [-0.6, -0.1, -2.5], [-0.2, 1.9, -0.1], [-0.2, 0.0, -0.3], [1.9, -1.6, 1.0], [-0.3, 0.9, 0.5], [0.8, -0.9, -0.2], [-1.3, 0.1, -0.6], [0.0, -0.2, -0.3], [-0.3, 0.2, 0.3], [-0.3, 0.0, 0.3], [0.0, 1.9, 1.1], [-0.1, -2.1, 1.7], [-0.4, 1.6, -3.1], [0.5, -0.9, 0.9], [0.1, -0.1, -2.6], [0.0, 0.1, -0.5], [0.4, 0.5, 0.8], [0.3, -1.6, 0.6], [-0.2, 0.1, 0.5], [-0.1, 0.3, 0.2]],
  "total_charge": 0,
  "spin_multiplicity": 1,
  "homo_energy_ha": -0.310
}

{
  "formula": "C3H6IN3",
  "method": "ωB97M-V/def2-TZVPD",
  "symbols": ["C", "C", "C", "N", "N", "N", "I", "H", "H", "H", "H", "H", "H"],
  "xyz": [[-0.93995, 0.56050, -0.12133], [-2.39805, -0.58541, 0.04699], [1.41955, 1.03088, -0.06682], [1.75129, -1.52561, 0.01445], [0.52198, -1.20435, -0.02961], [0.30144, 0.09731, -0.09126], [-4.21768, 0.35611, 0.18485], [-1.18594, 1.57209, -0.36291], [-2.18066, -1.50146, 0.54957], [1.06969, 2.04084, -0.25486], [1.89187, 0.97933, 0.91686], [2.15379, 0.72327, -0.81104], [1.81267, -2.54349, 0.02511]],
  "atomic_forces_ev_per_a": [[-6.8, -4.3, 0.9], [5.1, 4.6, -0.9], [0.4, -0.1, 0.1], [-0.8, 0.9, 0.0], [1.0, -1.6, 0.0], [1.3, 0.6, -0.1], [0.2, -0.1, 0.0], [0.2, 0.3, -0.1], [0.0, -0.4, 0.2], [-0.1, -0.1, 0.0], [0.0, 0.0, -0.1], [0.0, 0.1, 0.0], [-0.4, 0.1, 0.0]],
  "de_lowest_kj_mol": 293.8,
  "smiles": "[H]/N=N/N(C)/C=C/I",
  "total_charge": 0,
  "spin_multiplicity": 1,
  "homo_energy_ha": [-0.260, -0.290]
}

{
  "formula": "C4H10O3",
  "method": "ωB97M-V/def2-TZVPD",
  "symbols": ["C", "C", "C", "C", "O", "H", "H", "H", "H", "H", "H", "H", "H", "O", "H", "H", "O"],
  "xyz": [[-1.51422, -0.21853, 1.92702], [-0.54640, -0.15525, 1.03943], [-0.48119, 1.02734, 0.14146], [-0.15204, 0.80392, -1.12833], [-0.13186, 1.90429, -1.95364], [-1.77093, -0.99374, 2.49236], [-2.07962, 0.72657, 2.06458], [0.19730, -0.87714, 0.93907], [-0.71618, 2.03162, 0.43714], [0.49528, 0.05214, -1.62130], [-0.97085, 2.48781, -1.77324], [2.96176, -0.48750, 0.86086], [3.22881, 0.20019, -0.51046], [3.56339, -0.29336, 0.20102], [-0.85309, -3.17304, 0.40819], [-2.08122, -2.25101, 0.14434], [-1.21256, -2.41853, -0.16226]],
  "atomic_forces_ev_per_a": [[0.0, 4.2, -1.3], [-0.5, 2.4, 0.2], [0.6, -2.6, -0.1], [1.8, 2.0, -0.3], [-2.7, 1.8, -0.7], [-0.6, -3.2, 2.5], [-0.1, -0.9, -0.1], [0.8, -1.3, -0.5], [-0.5, 0.2, 0.3], [-1.1, -0.3, 0.8], [2.5, -1.7, -0.4], [-2.2, -0.2, 1.6], [-1.2, 0.9, -1.0], [3.4, -0.7, -0.6], [-0.9, 1.6, -1.2], [-1.3, 0.2, 0.6], [2.2, -2.4, 0.3]],
  "de_lowest_kj_mol": 335.6,
  "smiles": "C=C/C=C/O.O.O",
  "total_charge": 0,
  "spin_multiplicity": 1,
  "homo_energy_ha": -0.311
}